No. 1
C40H41As2ClN3O11Ti as an isolated structure in a non-equilibrium geometry, computed with ωB97M-V/def2-TZVPD.

The geometry in ORCA input format:
```
! RIJCOSX wB97M-V def2-TZVPD def2/J DEFGRID3
* xyz 1 3
Ti -0.626 -0.141 -1.336
C -2.361 -2.791 0.270
C -1.991 -3.084 -1.150
C -2.440 -4.272 -1.737
C -2.103 -4.573 -3.036
C -1.269 -3.705 -3.733
C -0.818 -2.573 -3.087
N -1.214 -2.240 -1.835
C 0.154 -1.661 -3.739
C 0.865 -1.967 -4.892
C 1.830 -1.077 -5.333
C 2.070 0.098 -4.644
C 1.302 0.369 -3.520
N 0.370 -0.495 -3.126
C 1.356 1.629 -2.737
C 2.217 2.664 -3.052
C 2.101 3.857 -2.356
C 1.116 3.985 -1.397
C 0.297 2.902 -1.097
C -0.795 3.005 -0.082
N 0.447 1.737 -1.742
H -1.820 -3.464 0.940
H -3.430 -2.945 0.417
H -2.110 -1.774 0.563
H -3.062 -4.933 -1.152
H -2.468 -5.475 -3.507
H -0.978 -3.923 -4.747
H 0.700 -2.890 -5.424
H 2.405 -1.306 -6.220
H 2.829 0.783 -4.988
H 2.958 2.555 -3.827
H 2.758 4.684 -2.582
H 0.970 4.915 -0.867
H -0.695 3.915 0.505
H -0.777 2.149 0.596
H -1.770 3.027 -0.574
C 2.812 -3.602 -1.882
O 2.146 -3.573 -0.621
C 1.476 -2.459 -0.303
O 1.318 -1.550 -1.178
C 0.917 -2.374 0.969
C 1.480 -2.945 2.154
As 3.382 -2.651 2.234
C 3.786 -2.385 4.134
C 3.293 -0.694 1.792
C 2.290 0.088 1.384
As 0.471 -0.556 1.083
C -0.386 -0.173 2.793
C 2.563 1.534 1.191
O 3.493 1.989 0.576
O 1.670 2.281 1.859
C 2.027 3.663 2.018
C 4.643 -0.077 2.044
O 4.881 0.519 3.058
O 5.587 -0.259 1.117
C 5.209 -0.705 -0.188
C 0.580 -3.376 3.211
O -0.633 -3.349 3.121
O 1.218 -3.847 4.295
C 0.369 -4.318 5.344
H 3.630 -4.308 -1.770
H 3.189 -2.616 -2.149
H 2.131 -3.951 -2.661
H 3.837 -3.367 4.599
H 3.037 -1.778 4.633
H 4.758 -1.899 4.197
H 0.331 -0.322 3.601
H -1.230 -0.848 2.931
H -0.716 0.865 2.794
H 1.148 4.154 2.425
H 2.321 4.099 1.065
H 2.857 3.740 2.719
H 6.087 -0.552 -0.808
H 4.380 -0.110 -0.569
H 4.948 -1.765 -0.176
H 1.033 -4.619 6.147
H -0.224 -5.164 5.001
H -0.300 -3.526 5.676
C -4.880 5.200 -0.874
C -4.731 4.368 0.366
C -4.903 4.912 1.629
C -4.776 4.126 2.765
Cl -5.004 4.842 4.328
C -4.465 2.784 2.663
C -4.277 2.222 1.407
C -4.420 3.009 0.275
O -4.223 2.546 -1.014
C -4.373 1.166 -1.295
C -2.979 0.578 -1.366
O -2.344 0.312 -0.288
O -2.363 0.435 -2.447
H -5.042 6.244 -0.617
H -5.725 4.857 -1.471
H -3.996 5.131 -1.507
H -5.148 5.961 1.733
H -4.362 2.182 3.554
H -3.996 1.183 1.328
H -4.853 1.085 -2.269
H -4.968 0.657 -0.535
*
```

Computed properties:
Orbital gap (spin up / spin down) in Ha: 0.211 / 0.231
Electronic energy in eV: -226450.044

=====

No. 2
C34H52AuN10P as an isolated structure, computed with ωB97M-V/def2-TZVPD.

The geometry in ORCA input format:
```
! RIJCOSX wB97M-V def2-TZVPD def2/J DEFGRID3
* xyz 2 1
Au -1.459 -1.793 0.633
C 3.735 -0.102 1.144
C 4.271 -0.013 -0.260
C 2.139 -0.398 -1.431
C 1.664 -1.519 -0.582
C 1.462 -1.284 0.908
C 2.596 -0.596 1.610
N 1.130 -2.561 -1.068
C 0.957 -2.826 -2.430
C 1.988 -2.800 -3.363
C 1.740 -3.132 -4.687
C 0.460 -3.486 -5.096
C -0.573 -3.527 -4.175
C -0.326 -3.212 -2.844
N -1.303 -3.235 -1.817
N -2.463 -3.488 -2.158
C -3.435 -3.480 -1.098
C -4.641 -4.070 -1.432
C -5.647 -4.129 -0.484
C -5.416 -3.581 0.766
C -4.192 -2.987 1.017
N -3.213 -2.933 0.107
H 4.441 0.285 1.871
H 4.881 0.890 -0.287
H 1.539 -0.170 -2.306
H 1.382 -2.274 1.363
H 2.462 -0.554 2.686
H 2.993 -2.581 -3.031
H 2.554 -3.123 -5.400
H 0.270 -3.743 -6.128
H -1.572 -3.809 -4.474
H -4.759 -4.479 -2.425
H -6.596 -4.593 -0.718
H -6.171 -3.602 1.538
H -3.970 -2.525 1.969
N 0.158 -0.582 1.089
P 0.165 0.850 0.155
N -0.180 2.082 1.310
C -0.145 3.435 0.724
C -0.391 4.483 1.797
C 0.740 4.480 2.841
C 1.412 3.103 2.907
C 0.379 2.013 2.662
N -1.232 1.018 -0.760
C -1.180 0.528 -2.140
C -2.421 0.965 -2.922
C -2.850 2.355 -2.474
C -3.320 2.303 -1.014
C -2.582 1.201 -0.239
N 3.255 0.236 -1.307
C 5.190 -1.186 -0.630
C 5.566 -1.246 -2.113
C 5.849 0.103 -2.784
C 4.590 0.781 -3.334
C 3.613 1.288 -2.282
H -0.900 3.494 -0.059
H 0.823 3.634 0.241
H -1.353 4.271 2.272
H -0.486 5.463 1.330
H 0.332 4.733 3.822
H 1.479 5.249 2.612
H 1.901 2.957 3.872
H 2.193 3.015 2.146
H -0.432 2.129 3.401
H 0.788 1.022 2.824
H -1.091 -0.568 -2.178
H -0.288 0.951 -2.614
H -3.239 0.258 -2.754
H -2.199 0.934 -3.989
H -3.639 2.746 -3.116
H -2.001 3.038 -2.569
H -4.393 2.103 -0.971
H -3.164 3.271 -0.535
H -3.139 0.256 -0.299
H -2.503 1.465 0.816
H 4.735 -2.127 -0.311
H 6.092 -1.061 -0.027
H 4.768 -1.737 -2.674
H 6.432 -1.902 -2.208
H 6.524 -0.060 -3.624
H 6.382 0.775 -2.103
H 4.068 0.078 -3.990
H 4.864 1.638 -3.952
H 2.688 1.653 -2.729
H 4.049 2.107 -1.708
N -2.403 0.992 7.018
C -2.601 1.175 5.524
C -2.514 -0.174 4.808
N -2.698 -0.077 3.387
H -2.477 1.879 7.522
H -1.483 0.594 7.219
H -3.104 0.355 7.405
H -1.829 1.863 5.184
H -3.578 1.640 5.399
H -3.258 -0.856 5.239
H -1.533 -0.618 4.996
H -1.867 0.186 2.869
H -3.494 0.475 3.100
*
```

Computed properties:
Orbital gap in Ha: 0.238
Electronic energy in eV: -63969.145

=====

No. 3
A 13-piece molecular cluster, C32H50N2O38S5 overall in a non-equilibrium geometry, computed with ωB97M-V/def2-TZVPD.

The geometry in ORCA input format:
```
! RIJCOSX wB97M-V def2-TZVPD def2/J DEFGRID3
* xyz 0 1
C -13.585 -12.620 18.543
C -15.103 -12.940 18.512
O -15.513 -12.784 19.899
C -14.449 -12.653 20.676
O -14.470 -12.557 21.874
O -13.320 -12.594 19.925
H -13.308 -11.706 18.048
H -13.070 -13.435 18.038
H -15.265 -13.976 18.214
H -15.595 -12.253 17.844
C -11.531 -10.129 14.119
C -10.790 -8.925 14.908
O -10.256 -9.648 16.066
C -10.970 -10.798 16.216
O -10.785 -11.533 17.147
O -11.698 -11.146 15.155
H -10.876 -10.480 13.329
H -12.472 -9.779 13.719
H -11.461 -8.139 15.251
H -9.965 -8.467 14.350
C -15.446 -19.013 15.555
C -14.952 -17.815 14.734
O -16.143 -17.129 14.431
C -17.122 -17.436 15.297
O -18.205 -16.918 15.393
O -16.723 -18.458 16.061
H -14.703 -19.232 16.302
H -15.621 -19.869 14.903
H -14.449 -18.113 13.813
H -14.263 -17.214 15.323
C -9.870 -20.721 16.206
C -11.268 -21.059 16.818
O -12.097 -19.951 16.300
C -11.291 -19.038 15.769
O -11.687 -18.025 15.261
O -9.992 -19.318 15.879
H -9.582 -21.241 15.305
H -9.057 -20.758 16.931
H -11.307 -20.992 17.916
H -11.643 -22.013 16.472
C -7.233 -15.244 10.146
C -8.255 -16.349 9.458
O -8.773 -15.565 8.337
C -8.477 -14.264 8.392
O -8.902 -13.437 7.628
O -7.638 -14.059 9.428
H -6.212 -15.509 9.956
H -7.440 -15.184 11.205
H -8.960 -16.621 10.230
H -7.712 -17.215 9.098
C -6.969 -17.599 15.354
C -5.444 -17.099 15.474
O -4.721 -18.350 15.684
C -5.480 -19.390 15.455
O -5.095 -20.526 15.485
O -6.720 -19.041 15.109
H -7.478 -17.152 14.500
H -7.534 -17.447 16.272
H -5.294 -16.418 16.307
H -5.100 -16.689 14.534
C -6.003 -11.391 14.676
C -7.577 -11.592 14.542
O -7.931 -12.361 15.832
S -6.666 -13.037 16.464
O -6.441 -14.257 15.749
O -6.713 -12.979 17.899
O -5.650 -11.940 16.012
H -5.785 -10.347 14.517
H -5.638 -12.018 13.887
H -8.021 -12.194 13.752
H -8.168 -10.680 14.657
C -11.521 -14.775 14.698
C -10.067 -15.054 14.590
O -9.498 -14.244 13.373
S -10.671 -14.003 12.370
O -10.943 -15.268 11.686
O -10.481 -12.735 11.756
O -11.733 -13.857 13.502
H -11.836 -14.190 15.561
H -12.116 -15.671 14.590
H -9.793 -16.087 14.376
H -9.479 -14.685 15.422
C -15.385 -11.388 12.812
C -14.616 -12.482 12.150
O -14.552 -13.581 13.161
S -15.320 -13.216 14.501
O -14.368 -13.594 15.516
O -16.725 -13.548 14.358
O -15.306 -11.627 14.284
H -16.432 -11.345 12.541
H -14.920 -10.425 12.638
H -13.561 -12.330 11.938
H -15.111 -12.887 11.260
C -13.096 -18.322 11.272
C -12.087 -18.207 10.164
O -10.856 -18.833 10.758
S -10.912 -18.726 12.345
O -9.924 -17.809 12.824
O -11.030 -20.087 12.802
O -12.299 -17.968 12.474
H -13.450 -19.355 11.337
H -13.875 -17.578 11.210
H -11.870 -17.195 9.871
H -12.262 -18.810 9.261
C -9.871 -13.740 19.085
C -9.902 -14.475 20.379
O -8.645 -15.392 20.276
S -8.573 -15.926 18.772
O -9.280 -17.181 18.687
O -7.212 -15.806 18.335
O -9.507 -14.789 18.023
H -9.153 -12.930 18.978
H -10.862 -13.339 18.875
H -10.716 -15.168 20.557
H -9.667 -13.839 21.240
C -9.065 -10.394 9.867
C -8.836 -9.888 11.212
N -8.694 -9.516 12.267
H -10.132 -10.363 9.656
H -8.782 -11.414 9.614
H -8.669 -9.651 9.179
C -12.161 -13.005 8.514
C -13.021 -14.065 9.027
N -13.655 -14.910 9.394
H -11.603 -12.565 9.321
H -12.781 -12.316 7.942
H -11.476 -13.407 7.769
*
```

Computed properties:
Orbital gap in Ha: 0.369
Electronic energy in eV: -168950.501

=====

- Which value of electronic energy does entry 3 give?
  -168950.501 eV

=====

- The highest electronic energy belongs to which entry?
  C34H52AuN10P

=====

- What is the electronic energy in the second record?
  -63969.145 eV

=====

- The highest electronic energy belongs to which entry?
  C34H52AuN10P